Record 1
ORCA calculation (the ωB97M-V functional and the def2-TZVPD basis) on 8 unconnected molecules or ions with the total composition C30H38Br2N5O10 at a distorted geometry.

Output
LUMO   0.011 Ha
Gap between HOMO and LUMO   0.1162 Ha
HOMO   -0.105 Eh
Spin multiplicity   1
Total charge   -1

Atoms and positions in Å:
N 1.731 0.120 -0.205
H 1.066 0.879 -0.175
H 1.413 -0.457 -0.970
H 1.776 -0.408 0.655
H 2.641 0.398 -0.545
C 7.560 1.074 -0.229
C 6.622 0.246 -1.189
O 5.501 0.811 -1.836
H 8.292 1.529 -0.896
H 8.052 0.343 0.413
H 7.095 1.795 0.443
H 6.360 -0.651 -0.629
H 7.290 -0.157 -1.950
C -2.527 -0.967 -3.985
C -1.257 -1.768 -4.202
O -0.037 -1.248 -3.700
H -2.652 -0.919 -2.904
H -3.485 -1.374 -4.308
H -2.384 0.061 -4.317
H -1.136 -2.072 -5.242
H -1.595 -2.665 -3.684
Br 1.302 -8.432 -2.256
C 2.307 -7.275 -1.035
C 1.995 -5.763 -1.396
Br 2.733 -4.594 -0.005
H 3.373 -7.436 -1.195
H 2.174 -7.661 -0.025
H 0.925 -5.558 -1.361
H 2.350 -5.403 -2.362
C -3.147 -2.736 2.615
C -4.194 -3.240 3.420
C -5.296 -3.828 2.808
C -5.480 -3.832 1.439
C -4.444 -3.294 0.652
C -3.315 -2.751 1.256
N -6.692 -4.418 0.848
O -7.040 -4.158 -0.300
O -7.326 -5.220 1.557
H -2.300 -2.223 3.045
H -4.175 -3.240 4.500
H -6.046 -4.237 3.469
H -4.524 -3.260 -0.424
H -2.553 -2.275 0.658
C -2.950 6.712 -4.344
C -2.453 5.803 -5.275
C -1.450 4.911 -4.911
C -0.807 5.010 -3.660
C -1.216 6.048 -2.769
C -2.345 6.798 -3.055
N 0.392 4.173 -3.314
O 0.769 3.474 -4.243
O 0.862 4.208 -2.212
H -3.776 7.400 -4.453
H -3.042 5.736 -6.177
H -1.038 4.181 -5.593
H -0.701 6.247 -1.841
H -2.568 7.554 -2.317
C -6.021 5.469 0.157
C -5.525 4.475 -0.661
C -4.519 3.669 -0.232
C -3.957 3.777 1.060
C -4.566 4.728 1.926
C -5.627 5.523 1.533
N -2.752 3.067 1.467
O -2.316 2.217 0.669
O -2.343 3.294 2.599
H -6.986 5.855 -0.137
H -5.962 4.324 -1.637
H -4.110 2.923 -0.898
H -4.309 4.760 2.974
H -6.162 6.319 2.028
C 7.871 -2.729 5.069
C 7.559 -1.514 4.513
C 6.177 -1.214 4.240
C 5.198 -2.111 4.579
C 5.524 -3.370 5.096
C 6.861 -3.690 5.226
N 3.764 -1.688 4.529
O 3.424 -0.697 3.885
O 2.989 -2.477 4.946
H 8.851 -3.133 5.274
H 8.424 -0.894 4.329
H 5.877 -0.237 3.890
H 4.819 -4.064 5.529
H 7.187 -4.573 5.755

---

Record 2
ORCA calculation (the ωB97M-V functional and the def2-TZVPD basis) on a molecular structure, C30H38FeN5O2.

Output
LUMO   -0.106 Ha
Gap between HOMO and LUMO   0.2966 Ha
HOMO   -0.403 Eh
Spin multiplicity   1
Total charge   +1

Atoms and positions in Å:
Fe 0.532 1.069 1.401
O 1.739 4.663 0.221
C 1.176 3.654 0.602
O 1.557 2.440 0.468
C -0.109 3.809 1.413
C -0.657 5.097 1.568
C -1.818 5.240 2.261
C -2.452 4.093 2.790
C -3.673 4.171 3.501
C -4.276 3.045 3.981
C -3.682 1.786 3.758
C -2.499 1.684 3.082
C -1.843 2.833 2.589
N -0.652 2.711 1.912
H -0.120 5.920 1.120
H -2.272 6.213 2.407
H -4.120 5.146 3.652
H -5.210 3.112 4.522
H -4.173 0.893 4.122
H -2.055 0.724 2.889
C 4.773 -3.926 -1.140
C 4.172 -2.823 -2.025
C 3.381 -3.479 -3.156
C 5.300 -1.977 -2.634
C 3.298 -1.923 -1.163
C 3.839 -1.252 -0.067
C 3.041 -0.434 0.700
N 1.741 -0.247 0.463
C 1.210 -0.853 -0.609
C 1.953 -1.694 -1.424
C -0.196 -0.480 -0.895
C -0.963 -1.090 -1.876
C -2.250 -0.640 -2.146
C -2.700 0.437 -1.385
C -1.891 0.983 -0.411
N -0.661 0.534 -0.151
C -3.148 -1.273 -3.200
C -2.421 -2.355 -3.998
C -3.630 -0.186 -4.172
C -4.355 -1.902 -2.489
H 5.402 -4.579 -1.746
H 3.989 -4.535 -0.685
H 5.393 -3.515 -0.343
H 4.045 -4.124 -3.732
H 2.969 -2.738 -3.845
H 2.568 -4.100 -2.776
H 5.944 -2.612 -3.244
H 5.920 -1.513 -1.866
H 4.897 -1.187 -3.270
H 4.885 -1.350 0.186
H 3.460 0.114 1.532
H 1.484 -2.147 -2.283
H -0.549 -1.915 -2.433
H -3.683 0.860 -1.538
H -2.232 1.817 0.186
H -1.546 -1.956 -4.515
H -3.095 -2.758 -4.754
H -2.107 -3.188 -3.365
H -2.787 0.327 -4.638
H -4.253 0.559 -3.678
H -4.228 -0.643 -4.962
H -4.038 -2.693 -1.806
H -5.031 -2.339 -3.225
H -4.914 -1.160 -1.918
N 1.744 1.408 3.038
C 1.752 0.244 3.937
C 0.341 -0.309 4.003
N -0.112 -0.566 2.621
H 2.675 1.701 2.761
H 1.332 2.208 3.513
H 2.119 0.483 4.937
H 2.417 -0.512 3.512
H -0.330 0.429 4.446
H 0.315 -1.207 4.624
H -1.071 -0.897 2.613
H 0.437 -1.329 2.232

---

Record 3
ORCA calculation (the ωB97M-V functional and the def2-TZVPD basis) on a molecular structure, C30H38N4O5Se2Si2Sr at a distorted geometry.

Output
LUMO (alpha / beta)   0.154 / 0.149 Ha
Gap between HOMO and LUMO (alpha / beta)   0.2086 / 0.2072 Ha
HOMO (alpha / beta)   -0.055 / -0.059 Eh
Spin multiplicity   1
Total charge   -2

Atoms and positions in Å:
Sr 0.129 0.161 -0.511
O -0.278 3.945 -2.341
C -0.119 2.752 -2.078
O -0.877 2.038 -1.362
C 1.025 1.995 -2.906
C 0.370 0.822 -3.683
C 1.049 0.636 -5.042
C 2.374 -0.028 -4.636
C 2.221 -0.109 -3.115
O 0.813 -0.347 -2.959
C 2.421 1.279 -2.456
C 3.073 0.992 -1.037
O 4.239 1.360 -0.892
O 2.421 0.253 -0.244
H 1.328 2.771 -3.609
H -0.717 0.845 -3.697
H 0.450 -0.030 -5.664
H 1.179 1.589 -5.556
H 2.454 -1.029 -5.059
H 3.258 0.545 -4.919
H 2.777 -0.908 -2.628
H 3.211 1.825 -2.972
Se -1.769 -2.318 -4.047
Se -0.838 -4.523 -2.421
C 0.734 -4.190 -1.368
C 1.624 -5.268 -1.218
C 2.754 -5.124 -0.447
C 2.999 -3.894 0.155
C 2.079 -2.881 -0.056
N 0.968 -3.011 -0.790
C -2.872 -1.442 -2.757
C -4.266 -1.551 -2.865
C -5.075 -0.870 -1.984
C -4.486 -0.085 -0.998
C -3.101 -0.054 -0.947
N -2.309 -0.725 -1.785
H 1.401 -6.201 -1.716
H 3.438 -5.958 -0.327
H 3.871 -3.697 0.763
H 2.254 -1.901 0.374
H -4.683 -2.169 -3.649
H -6.153 -0.949 -2.070
H -5.057 0.485 -0.279
H -2.614 0.542 -0.183
C -3.614 -1.711 2.787
Si -1.850 -1.965 2.122
C -2.113 -2.915 0.545
C -0.880 -3.155 3.247
N -0.967 -0.463 1.882
C -0.730 0.337 2.917
C -1.134 -0.004 4.252
C -0.979 0.797 5.345
C -0.376 2.056 5.189
C 0.076 2.434 3.961
C -0.010 1.635 2.759
N 0.504 1.995 1.594
Si 1.400 3.513 1.515
C 2.888 3.460 2.691
C 0.246 4.979 1.851
C 2.186 3.964 -0.113
H -4.094 -2.691 2.862
H -4.182 -1.130 2.057
H -3.697 -1.208 3.748
H -2.246 -3.971 0.801
H -1.284 -2.882 -0.155
H -3.005 -2.610 -0.001
H -1.457 -4.074 3.381
H -0.619 -2.760 4.227
H 0.051 -3.428 2.745
H -1.597 -0.966 4.404
H -1.322 0.460 6.317
H -0.257 2.724 6.035
H 0.541 3.402 3.898
H 2.697 3.070 3.687
H 3.343 4.450 2.782
H 3.622 2.807 2.213
H -0.431 4.866 2.693
H -0.364 5.091 0.951
H 0.815 5.904 1.976
H 3.008 3.330 -0.430
H 2.620 4.931 0.188
H 1.510 4.157 -0.939

---

Record 4
ORCA calculation (the ωB97M-V functional and the def2-TZVPD basis) on a molecular structure, C30H38N5O4TeV.

Output
LUMO (alpha / beta)   -0.112 / -0.120 Ha
Gap between HOMO and LUMO (alpha / beta)   0.2368 / 0.2715 Ha
HOMO (alpha / beta)   -0.348 / -0.391 Eh
Spin multiplicity   4
Total charge   +1

Atoms and positions in Å:
V -2.189 0.623 2.077
C -3.482 4.553 -0.306
C -2.284 4.034 0.489
C -1.885 4.986 1.606
O -1.182 3.778 -0.379
C -2.658 2.672 1.059
O -3.018 2.538 2.259
O -2.541 1.629 0.336
H -3.233 5.521 -0.745
H -4.351 4.689 0.340
H -3.731 3.857 -1.106
H -1.618 5.953 1.176
H -1.029 4.591 2.151
H -2.705 5.134 2.306
H -0.902 4.625 -0.744
N -5.278 -2.242 2.654
C -6.111 -1.236 3.080
C -5.339 -0.113 3.150
N -4.058 -0.424 2.789
C -4.053 -1.715 2.491
C -2.788 -2.300 2.029
N -1.829 -1.449 1.959
C -0.666 -2.118 1.449
C -1.026 -3.616 1.372
N -2.493 -3.561 1.605
H -5.552 -3.194 2.477
H -7.152 -1.406 3.288
H -5.617 0.887 3.434
H 0.235 -1.836 1.988
H -0.556 -4.316 2.064
H -2.977 -4.363 1.976
C 1.371 1.115 3.898
C 0.854 0.923 2.485
O 1.737 0.944 1.551
N -0.419 0.810 2.296
Te 0.606 0.729 -0.697
C 2.188 1.060 -2.060
C 3.178 1.998 -1.760
C 3.198 2.853 -0.522
C 4.223 2.163 -2.668
C 4.293 1.445 -3.849
C 5.423 1.644 -4.819
C 3.267 0.549 -4.137
C 2.208 0.342 -3.268
C 1.136 -0.639 -3.659
C 0.806 -1.360 -0.440
C 1.970 -2.028 -0.400
C 3.335 -1.408 -0.484
C 1.955 -3.498 -0.269
C 0.863 -4.257 -0.163
C 0.911 -5.753 -0.132
C -0.497 -3.632 -0.089
C -0.488 -2.062 -0.103
C -1.703 -1.552 -0.871
H 2.453 1.020 3.915
H 0.919 0.383 4.567
H 1.092 2.107 4.255
H 2.325 2.726 0.113
H 3.271 3.904 -0.805
H 4.071 2.617 0.089
H 5.000 2.883 -2.436
H 6.201 2.278 -4.396
H 5.065 2.115 -5.736
H 5.872 0.690 -5.097
H 3.291 -0.001 -5.072
H 1.189 -0.847 -4.727
H 0.138 -0.251 -3.443
H 1.244 -1.585 -3.124
H 3.344 -0.408 -0.056
H 3.686 -1.347 -1.517
H 4.048 -2.020 0.068
H 2.923 -3.985 -0.307
H 1.935 -6.121 -0.128
H 0.400 -6.166 -1.006
H 0.401 -6.153 0.749
H -1.174 -4.096 -0.814
H -2.589 -2.148 -0.646
H -1.509 -1.655 -1.941
H -1.941 -0.506 -0.674

---

Record 5
ORCA calculation (the ωB97M-V functional and the def2-TZVPD basis) on a molecular structure, C30H38N7O2PPdS2 at a distorted geometry.

Output
LUMO (alpha / beta)   0.070 / 0.070 Ha
Gap between HOMO and LUMO (alpha / beta)   0.1698 / 0.1705 Ha
HOMO (alpha / beta)   -0.100 / -0.101 Eh
Spin multiplicity   2
Total charge   -1

Atoms and positions in Å:
Pd 1.124 0.155 0.740
C -1.768 2.328 0.688
C -1.704 1.024 -0.109
C -2.770 0.014 0.286
C -4.093 0.423 0.248
C -5.126 -0.414 0.639
C -4.820 -1.706 1.030
C -3.518 -2.192 1.034
C -3.348 -3.671 1.323
C -2.892 -4.454 0.086
C -2.449 -1.330 0.666
N -1.127 -1.681 0.542
C -0.444 -2.601 1.174
C 0.918 -2.756 0.866
C 1.895 -3.383 1.628
C 3.247 -3.080 1.500
C 3.704 -2.020 0.676
N 3.019 -1.376 -0.225
H -0.962 2.995 0.369
H -1.621 2.127 1.750
H -2.724 2.844 0.562
H -0.698 0.594 0.067
H -1.814 1.252 -1.176
H -4.326 1.427 -0.093
H -6.155 -0.074 0.630
H -5.624 -2.373 1.325
H -4.317 -4.063 1.641
H -2.664 -3.841 2.155
H -3.637 -4.358 -0.706
H -2.761 -5.514 0.318
H -1.946 -4.072 -0.291
H -0.818 -3.162 2.035
H 1.566 -4.025 2.443
H 3.959 -3.574 2.148
H 4.728 -1.668 0.783
C 0.975 -1.555 6.662
C 1.138 -1.703 5.160
O 1.424 -0.434 4.592
P 0.818 -0.131 3.063
S 1.366 1.777 2.749
S 1.471 -1.907 -0.592
O -0.800 -0.159 3.384
C -1.405 0.708 4.335
C -2.908 0.653 4.134
H 0.747 -2.522 7.114
H 0.165 -0.861 6.889
H 1.894 -1.163 7.101
H 0.222 -2.119 4.724
H 1.961 -2.392 4.939
H -1.022 1.723 4.196
H -1.144 0.387 5.350
H -3.179 1.064 3.161
H -3.417 1.217 4.918
H -3.247 -0.385 4.157
C 0.532 0.676 -2.909
C 1.207 1.732 -2.108
N 1.766 1.539 -0.935
C 2.325 2.730 -0.546
C 2.112 3.662 -1.509
N 1.404 3.026 -2.510
C 0.894 3.701 -3.683
N 1.081 2.953 -4.889
N 0.021 2.599 -5.661
N 0.441 1.956 -6.680
C 1.805 1.854 -6.611
C 2.735 1.250 -7.459
C 4.062 1.323 -7.091
C 4.477 1.975 -5.920
C 3.572 2.580 -5.069
C 2.237 2.503 -5.445
H 0.135 -0.077 -2.232
H 1.258 0.186 -3.565
H -0.271 1.077 -3.524
H 2.827 2.824 0.402
H 2.390 4.701 -1.579
H 1.427 4.651 -3.750
H -0.175 3.903 -3.597
H 2.417 0.749 -8.363
H 4.810 0.856 -7.720
H 5.530 2.004 -5.675
H 3.888 3.072 -4.158

---

Record 6
ORCA calculation (the ωB97M-V functional and the def2-TZVPD basis) on a molecular structure, C30H38N7O6PS2Ti at a distorted geometry.

Output
LUMO (alpha / beta)   0.003 / 0.003 Ha
Gap between HOMO and LUMO (alpha / beta)   0.2272 / 0.2271 Ha
HOMO (alpha / beta)   -0.224 / -0.224 Eh
Spin multiplicity   1
Total charge   0

Atoms and positions in Å:
Ti 0.315 0.305 -0.301
C -1.434 -0.457 -3.018
C -1.484 -0.029 -1.572
N -1.129 1.261 -1.285
N -2.005 2.117 -0.620
C -1.415 2.830 0.253
S 0.276 2.642 0.686
S -2.354 4.053 1.142
C -3.852 3.075 1.415
C -3.818 2.112 2.584
C -5.021 1.556 3.015
C -5.059 0.663 4.074
C -3.885 0.315 4.730
C -2.683 0.858 4.304
C -2.645 1.745 3.235
C -2.455 -0.736 -0.706
C -3.616 -1.375 -1.129
C -4.472 -1.965 -0.204
C -4.174 -1.907 1.153
C -3.009 -1.299 1.600
C -2.142 -0.743 0.664
O -0.955 -0.228 0.999
H -0.609 0.027 -3.537
H -1.336 -1.541 -3.123
H -2.353 -0.162 -3.541
H -4.666 3.790 1.551
H -4.051 2.532 0.491
H -5.942 1.827 2.509
H -6.007 0.247 4.393
H -3.910 -0.372 5.567
H -1.763 0.592 4.810
H -1.699 2.157 2.905
H -3.866 -1.393 -2.184
H -5.385 -2.443 -0.539
H -4.858 -2.342 1.874
H -2.758 -1.257 2.652
N 0.407 -3.797 -1.856
C 1.040 -3.191 -2.913
C 1.292 -1.922 -2.504
N 0.830 -1.740 -1.222
C 0.308 -2.890 -0.851
C -0.196 -3.209 0.472
N 0.352 -2.774 1.576
C -0.383 -3.325 2.590
C -1.381 -4.104 2.084
N -1.251 -4.034 0.722
H 0.100 -4.753 -1.818
H 1.230 -3.697 -3.842
H 1.743 -1.119 -3.060
H -0.157 -3.121 3.624
H -2.175 -4.659 2.552
H -1.907 -4.402 0.054
C 3.717 2.217 0.920
O 3.203 1.334 1.908
P 2.377 0.001 1.533
O 3.642 -0.945 1.206
C 3.522 -2.345 0.968
O 2.024 -0.477 3.015
C 0.830 0.025 3.646
H 4.216 3.023 1.452
H 2.913 2.632 0.312
H 4.448 1.703 0.290
H 4.535 -2.733 0.883
H 2.978 -2.537 0.040
H 3.005 -2.834 1.793
H 0.758 -0.487 4.603
H -0.044 -0.181 3.031
H 0.918 1.100 3.811
O 1.282 1.615 -3.641
C 2.065 1.665 -2.601
O 1.863 1.031 -1.583
C 3.273 2.580 -2.737
N 3.273 3.159 -4.089
C 4.477 2.693 -4.813
C 4.882 1.429 -4.065
C 4.582 1.792 -2.612
H 3.153 3.338 -1.961
H 3.200 4.165 -4.070
H 1.717 2.238 -4.285
H 5.276 3.437 -4.761
H 4.245 2.514 -5.862
H 5.922 1.158 -4.235
H 4.261 0.586 -4.383
H 5.361 2.447 -2.218
H 4.488 0.938 -1.945